(1)
Computed, not measured: a structure of composition C25H49BCl2N9O6P2Sr at a distorted geometry, with wB97M-V/def2-TZVPD.

Element x y z (Å)
Sr (0.541, 2.101, 0.196)
C (-0.799, 3.332, 3.925)
C (-1.514, 2.092, 3.496)
C (-2.561, 1.491, 4.210)
C (-2.820, 0.308, 3.558)
C (-3.820, -0.729, 3.955)
N (-1.975, 0.211, 2.504)
N (-1.179, 1.332, 2.452)
B (-1.804, -1.123, 1.705)
N (-2.199, -1.156, 0.198)
N (-1.340, -0.732, -0.758)
C (-1.793, -1.144, -1.925)
C (-1.054, -0.870, -3.198)
C (-2.990, -1.859, -1.741)
C (-3.209, -1.855, -0.371)
C (-4.334, -2.502, 0.368)
N (-0.409, -1.752, 1.823)
N (0.759, -1.082, 1.635)
C (1.726, -1.968, 1.821)
C (3.164, -1.614, 1.663)
C (1.191, -3.225, 2.161)
C (-0.171, -3.047, 2.137)
C (-1.253, -4.049, 2.369)
H (-0.325, 3.146, 4.891)
H (-1.505, 4.156, 4.047)
H (-0.046, 3.639, 3.213)
H (-3.039, 1.859, 5.103)
H (-4.365, -0.371, 4.828)
H (-3.339, -1.674, 4.211)
H (-4.540, -0.931, 3.162)
H (-2.574, -1.867, 2.232)
H (0.019, -0.828, -3.012)
H (-1.340, 0.087, -3.643)
H (-1.273, -1.651, -3.926)
H (-3.597, -2.334, -2.494)
H (-5.014, -2.952, -0.355)
H (-4.896, -1.781, 0.961)
H (-3.984, -3.280, 1.046)
H (3.252, -0.616, 1.244)
H (3.663, -2.323, 0.997)
H (3.678, -1.643, 2.627)
H (1.725, -4.138, 2.370)
H (-0.806, -5.016, 2.598)
H (-1.883, -4.168, 1.483)
H (-1.902, -3.765, 3.199)
N (-1.855, 2.161, -0.302)
C (-1.454, 3.405, -1.110)
C (-2.723, 3.862, -1.842)
P (-1.057, 4.760, 0.169)
O (-0.211, 5.787, -0.701)
O (-2.363, 5.344, 0.542)
O (-0.215, 4.043, 1.192)
P (-0.102, 2.990, -2.394)
O (-0.867, 3.157, -3.802)
O (0.966, 4.016, -2.258)
O (0.228, 1.556, -2.150)
H (-1.655, 2.278, 0.716)
H (-1.409, 1.265, -0.670)
H (-2.857, 2.009, -0.390)
H (-3.494, 4.115, -1.114)
H (-3.076, 3.106, -2.547)
H (-2.513, 4.769, -2.406)
H (0.466, 5.311, -1.239)
H (-0.513, 3.924, -4.268)
Cl (2.114, 1.396, 3.986)
C (3.720, 1.445, 4.689)
Cl (3.750, 2.179, 6.310)
H (4.354, 2.041, 4.041)
H (4.088, 0.431, 4.784)
C (3.060, 2.560, 0.651)
H (3.811, 1.829, 0.984)
H (3.085, 3.369, 1.402)
H (3.484, 3.006, -0.266)
C (2.035, -3.305, -4.745)
C (2.861, -3.272, -3.460)
N (2.848, -1.997, -2.773)
C (3.726, -0.949, -3.262)
C (3.040, 0.085, -4.156)
C (1.927, -1.691, -1.782)
C (0.982, -2.783, -1.348)
N (1.812, -0.560, -1.212)
H (1.999, -4.317, -5.155)
H (2.461, -2.648, -5.504)
H (1.013, -2.975, -4.549)
H (3.902, -3.520, -3.692)
H (2.509, -4.046, -2.782)
H (4.540, -1.435, -3.807)
H (4.188, -0.445, -2.408)
H (2.667, -0.377, -5.072)
H (3.745, 0.872, -4.431)
H (2.197, 0.548, -3.642)
H (1.522, -3.607, -0.879)
H (0.403, -3.182, -2.184)
H (0.307, -2.349, -0.615)
H (2.490, 0.133, -1.513)

## Properties
**Multiplicity**: 1
**Charge**: -1
**Energy above the lowest of the compared OMol25 structures with the same formula, charge and spin**: 0.000 eV

***

(2)
Computed, not measured: a cluster of 10 separate species, C25H50B2Br20ClF2N2O6S in total at a distorted geometry, with wB97M-V/def2-TZVPD.

Element x y z (Å)
C (6.348, -1.194, 1.174)
C (4.973, -1.627, 1.771)
O (4.803, -2.822, 1.898)
N (3.979, -0.665, 2.092)
C (4.469, 0.732, 2.013)
C (3.294, -0.960, 3.343)
F (3.993, -1.708, 4.299)
O (2.888, 0.136, 4.088)
B (1.684, -0.169, 4.897)
Cl (1.939, -0.322, 6.761)
O (1.269, -1.459, 4.285)
C (1.817, -1.513, 2.976)
B (0.824, -0.496, 2.190)
N (1.215, 0.817, 1.657)
O (-0.501, -0.896, 2.008)
S (1.664, -3.202, 2.298)
O (2.114, -3.134, 0.942)
O (0.258, -3.721, 2.342)
F (2.554, -4.172, 3.220)
H (6.825, -0.374, 1.750)
H (7.012, -2.075, 1.060)
H (6.215, -0.792, 0.134)
H (4.782, 0.907, 0.956)
H (5.363, 0.840, 2.662)
H (3.681, 1.478, 2.216)
H (0.789, 0.630, 4.831)
H (0.709, 1.519, 2.217)
H (0.921, 0.943, 0.689)
H (-0.808, -1.402, 2.779)
Br (0.856, -9.000, 1.993)
C (2.264, -7.656, 2.102)
C (2.856, -7.362, 0.750)
Br (4.072, -8.778, 0.180)
H (2.994, -8.021, 2.819)
H (1.778, -6.768, 2.504)
H (3.466, -6.461, 0.787)
H (2.106, -7.257, -0.029)
Br (-3.399, -3.696, -1.091)
C (-1.676, -4.124, -1.902)
C (-0.926, -5.155, -1.093)
Br (-0.112, -4.353, 0.542)
H (-1.134, -3.186, -2.004)
H (-1.921, -4.505, -2.894)
H (-0.086, -5.552, -1.671)
H (-1.556, -5.979, -0.763)
Br (-0.214, 5.419, 9.001)
C (-0.454, 3.482, 8.958)
C (0.607, 2.808, 8.129)
Br (0.268, 3.021, 6.228)
H (-1.461, 3.299, 8.593)
H (-0.387, 3.167, 9.998)
H (0.599, 1.732, 8.298)
H (1.607, 3.192, 8.316)
Br (1.259, 2.632, -1.969)
C (0.371, 4.261, -1.377)
C (0.935, 4.732, -0.064)
Br (0.263, 3.650, 1.407)
H (-0.694, 4.047, -1.335)
H (0.558, 4.990, -2.163)
H (0.610, 5.749, 0.155)
H (2.020, 4.687, -0.025)
Br (-3.928, 2.619, 5.240)
C (-4.717, 4.246, 5.956)
C (-4.066, 4.646, 7.255)
Br (-4.682, 3.537, 8.734)
H (-5.785, 4.067, 6.048)
H (-4.545, 5.006, 5.195)
H (-4.345, 5.662, 7.527)
H (-2.982, 4.566, 7.230)
Br (-1.975, -0.142, -2.716)
C (-1.647, 0.090, -4.619)
C (-0.753, 1.272, -4.883)
Br (-1.723, 2.954, -4.710)
H (-2.619, 0.172, -5.100)
H (-1.166, -0.833, -4.939)
H (-0.391, 1.259, -5.911)
H (0.094, 1.327, -4.204)
Br (-4.693, -2.273, -5.588)
C (-6.270, -1.139, -5.740)
C (-5.955, 0.289, -5.384)
Br (-5.804, 0.522, -3.458)
H (-7.037, -1.577, -5.106)
H (-6.577, -1.217, -6.783)
H (-6.767, 0.948, -5.688)
H (-5.024, 0.642, -5.821)
Br (4.712, 0.277, -2.972)
C (6.427, -0.103, -3.812)
C (7.186, -1.160, -3.054)
Br (7.981, -0.434, -1.433)
H (6.963, 0.841, -3.879)
H (6.184, -0.451, -4.815)
H (8.025, -1.528, -3.644)
H (6.564, -2.000, -2.753)
Br (-9.684, -2.125, -7.882)
C (-9.595, -3.278, -6.315)
C (-10.783, -3.075, -5.414)
Br (-10.616, -1.431, -4.383)
H (-8.647, -3.073, -5.824)
H (-9.581, -4.293, -6.709)
H (-10.843, -3.871, -4.673)
H (-11.724, -3.016, -5.955)
Br (3.419, 5.384, -2.819)
C (3.244, 6.440, -4.444)
C (1.972, 7.247, -4.433)
Br (0.431, 6.119, -4.808)
H (3.304, 5.745, -5.277)
H (4.114, 7.095, -4.459)
H (1.985, 7.994, -5.225)
H (1.782, 7.736, -3.482)

## Properties
**Multiplicity**: 1
**Charge**: -1

***

(3)
Computed, not measured: a cluster of 18 separate species, C25H50Cl34N3S in total at a distorted geometry, with wB97M-V/def2-TZVPD.

Element x y z (Å)
C (7.021, -1.479, -0.213)
C (6.775, -1.194, 1.413)
N (6.710, 0.276, 1.763)
C (5.358, 0.891, 1.484)
C (4.111, 0.530, 2.495)
N (2.979, 1.355, 1.878)
C (1.644, 1.266, 2.626)
S (0.140, 1.428, 1.500)
C (-0.195, -0.195, 0.590)
C (-1.829, -0.491, 0.694)
C (3.384, 2.153, 0.660)
N (4.862, 1.850, 0.425)
H (8.124, -1.876, -0.419)
H (6.281, -2.342, -0.579)
H (6.891, -0.503, -0.846)
H (5.866, -1.828, 1.790)
H (7.750, -1.629, 1.948)
H (7.503, 0.826, 1.367)
H (4.076, -0.164, 3.438)
H (1.641, 2.056, 3.520)
H (1.576, 0.199, 3.139)
H (0.088, -0.151, -0.555)
H (0.340, -1.092, 1.130)
H (-2.104, -0.898, 1.773)
H (-2.128, -1.301, -0.107)
H (-2.464, 0.488, 0.537)
H (2.679, 2.890, 0.039)
H (5.452, 2.251, -0.363)
C (7.264, -4.413, -2.889)
Cl (5.645, -4.090, -2.256)
Cl (8.508, -3.895, -1.746)
H (7.368, -5.486, -3.067)
H (7.394, -3.869, -3.828)
C (-3.427, 3.048, 2.410)
Cl (-4.132, 4.666, 2.304)
Cl (-4.570, 1.818, 1.856)
H (-2.531, 3.008, 1.785)
H (-3.161, 2.844, 3.450)
C (7.867, 3.424, -2.231)
Cl (8.700, 3.333, -0.674)
Cl (6.533, 2.267, -2.308)
H (7.471, 4.434, -2.364)
H (8.579, 3.199, -3.029)
C (0.994, -3.868, 3.019)
Cl (-0.361, -3.807, 1.886)
Cl (1.482, -2.243, 3.516)
H (0.694, -4.435, 3.903)
H (1.841, -4.361, 2.535)
C (-6.830, -1.059, 3.534)
Cl (-8.213, -1.508, 2.528)
Cl (-5.983, -2.493, 4.126)
H (-6.138, -0.458, 2.939)
H (-7.185, -0.477, 4.388)
C (3.533, -6.871, -3.359)
Cl (5.217, -7.401, -3.262)
Cl (2.566, -7.996, -4.320)
H (3.118, -6.816, -2.350)
H (3.498, -5.883, -3.826)
C (-2.209, 5.307, 5.329)
Cl (-1.905, 5.081, 7.056)
Cl (-1.229, 4.200, 4.360)
H (-3.266, 5.118, 5.126)
H (-1.959, 6.335, 5.055)
C (-5.876, 5.113, -0.728)
Cl (-6.581, 6.730, -0.834)
Cl (-7.019, 3.883, -1.281)
H (-4.981, 5.073, -1.352)
H (-5.610, 4.908, 0.312)
C (-10.149, 7.209, -0.866)
Cl (-11.505, 7.270, -1.999)
Cl (-9.662, 8.834, -0.370)
H (-10.449, 6.642, 0.018)
H (-9.302, 6.716, -1.350)
C (-0.708, -6.304, -1.516)
Cl (1.035, -6.176, -1.784)
Cl (-1.060, -7.217, -0.044)
H (-1.128, -5.300, -1.421)
H (-1.162, -6.815, -2.369)
C (-4.347, -8.263, -1.807)
Cl (-3.040, -9.444, -1.663)
Cl (-3.735, -6.612, -1.645)
H (-4.820, -8.373, -2.786)
H (-5.082, -8.448, -1.020)
C (5.251, 6.847, -1.604)
Cl (5.963, 6.170, -3.074)
Cl (6.480, 7.635, -0.607)
H (4.493, 7.583, -1.883)
H (4.789, 6.041, -1.029)
C (-10.758, -4.284, 1.845)
Cl (-10.416, -5.510, 0.617)
Cl (-11.724, -4.958, 3.163)
H (-9.814, -3.912, 2.249)
H (-11.311, -3.463, 1.383)
C (1.432, 5.618, -0.339)
Cl (2.144, 4.942, -1.809)
Cl (2.661, 6.406, 0.658)
H (0.674, 6.354, -0.617)
H (0.970, 4.812, 0.236)
C (-6.937, 6.366, 3.943)
Cl (-6.809, 8.129, 3.980)
Cl (-5.540, 5.610, 4.719)
H (-7.844, 6.064, 4.472)
H (-6.989, 6.035, 2.903)
C (4.734, -8.253, -7.510)
Cl (6.041, -9.434, -7.366)
Cl (5.346, -6.603, -7.348)
H (4.261, -8.363, -8.489)
H (3.999, -8.439, -6.722)
C (1.304, -0.220, -3.730)
Cl (-0.315, 0.103, -3.097)
Cl (2.549, 0.298, -2.587)
H (1.409, -1.293, -3.908)
H (1.434, 0.324, -4.669)

## Properties
**Multiplicity**: 1
**Charge**: +1
**Energy above the lowest of the compared OMol25 structures with the same formula, charge and spin**: 6.428 eV

***

(4)
Computed, not measured: a cluster of 4 separate species, C25H50INO11S in total at a distorted geometry, with wB97M-V/def2-TZVPD.

Element x y z (Å)
H (1.826, -2.376, -3.871)
N (2.493, -3.090, -4.238)
C (2.185, -3.292, -5.569)
C (0.997, -2.542, -6.411)
C (1.266, -0.950, -6.722)
C (0.499, -0.105, -5.538)
C (-1.105, 0.190, -5.860)
C (-1.974, 0.523, -4.470)
C (-1.050, 1.135, -3.260)
O (-1.964, 1.383, -2.096)
C (-1.065, 1.476, -0.905)
O (-1.037, 0.566, 0.088)
O (0.397, -0.754, -7.931)
S (0.891, 0.619, -8.810)
O (1.070, 0.486, -10.369)
O (0.072, 1.928, -8.710)
O (2.443, 0.765, -8.094)
C (2.723, -0.452, -7.280)
I (3.380, -1.861, -8.873)
C (4.037, -0.440, -6.304)
C (4.453, 1.045, -5.721)
C (6.123, 1.112, -5.796)
C (6.831, -0.109, -4.926)
O (7.040, -1.354, -5.428)
O (7.288, 0.106, -3.525)
H (2.849, -4.113, -6.127)
H (-0.054, -2.628, -5.891)
H (0.921, -3.102, -7.462)
H (0.488, -0.805, -4.571)
H (1.035, 0.901, -5.261)
H (-1.198, 1.139, -6.550)
H (-1.657, -0.760, -6.326)
H (-2.372, -0.532, -4.087)
H (-2.926, 1.163, -4.705)
H (-0.520, 2.113, -3.622)
H (-0.231, 0.372, -2.849)
H (-0.364, 2.416, -0.773)
H (4.004, -1.186, -5.403)
H (4.957, -0.786, -6.982)
H (4.198, 1.179, -4.574)
H (4.082, 1.937, -6.394)
H (6.551, 2.139, -5.428)
H (6.478, 0.979, -6.920)
H (8.127, -0.441, -3.424)
C (3.525, 5.441, 2.363)
C (2.757, 5.132, 1.091)
O (2.387, 3.761, 0.972)
C (1.516, 3.249, 1.976)
C (0.163, 3.940, 2.010)
H (4.368, 4.752, 2.484)
H (3.907, 6.466, 2.342)
H (2.891, 5.338, 3.248)
H (3.399, 5.355, 0.231)
H (1.876, 5.775, 0.995)
H (2.002, 3.281, 2.957)
H (1.361, 2.190, 1.741)
H (0.255, 4.976, 2.348)
H (-0.514, 3.422, 2.694)
H (-0.286, 3.960, 1.012)
C (-1.906, -0.504, 2.523)
C (-0.719, -0.864, 3.398)
O (-0.728, -0.205, 4.662)
C (-1.827, -0.494, 5.521)
C (-1.907, -1.957, 5.925)
H (-2.016, 0.582, 2.445)
H (-1.783, -0.920, 1.519)
H (-2.839, -0.898, 2.935)
H (0.199, -0.545, 2.890)
H (-0.639, -1.947, 3.532)
H (-2.765, -0.157, 5.068)
H (-1.682, 0.109, 6.423)
H (-2.161, -2.592, 5.071)
H (-2.675, -2.101, 6.690)
H (-0.946, -2.304, 6.316)
C (-5.519, -3.424, 7.806)
C (-4.766, -3.629, 9.109)
O (-4.792, -2.487, 9.962)
C (-6.073, -2.068, 10.423)
C (-6.780, -3.113, 11.270)
H (-5.194, -2.504, 7.310)
H (-5.354, -4.268, 7.131)
H (-6.596, -3.339, 7.977)
H (-3.712, -3.818, 8.876)
H (-5.130, -4.513, 9.642)
H (-6.697, -1.751, 9.582)
H (-5.904, -1.177, 11.038)
H (-7.068, -3.981, 10.671)
H (-7.687, -2.695, 11.715)
H (-6.124, -3.471, 12.070)

## Properties
**Multiplicity**: 1
**SMILES**: [H]/N=C\C[C@]1(CCCCOC=O)OS(=O)(=O)O[C@@]1(I)CCCC(=O)O.CCOCC.CCOCC.CCOCC

***

(5)
Computed, not measured: a cluster of 7 separate species, C25H50O13 in total at a distorted geometry, with wB97M-V/def2-TZVPD.

Element x y z (Å)
C (-0.892, 2.395, 3.240)
O (-1.254, 2.194, 4.598)
C (-0.973, 1.005, 5.134)
O (-0.620, 0.038, 4.536)
O (-1.162, 0.999, 6.434)
C (-1.779, 2.065, 7.111)
H (0.169, 2.248, 3.045)
H (-1.044, 3.463, 3.062)
H (-1.573, 1.861, 2.581)
H (-1.975, 1.800, 8.152)
H (-2.763, 2.281, 6.694)
H (-1.165, 2.962, 7.192)
C (-1.944, -1.480, 2.212)
O (-2.931, -1.895, 1.274)
C (-3.666, -2.967, 1.560)
O (-4.223, -3.593, 0.715)
O (-3.623, -3.294, 2.864)
C (-4.510, -4.326, 3.266)
H (-1.528, -0.517, 1.927)
H (-1.166, -2.216, 2.393)
H (-2.367, -1.220, 3.185)
H (-5.519, -4.172, 2.878)
H (-4.555, -4.296, 4.351)
H (-4.145, -5.284, 2.892)
C (2.577, 4.831, 5.078)
O (2.717, 4.929, 3.663)
C (2.591, 3.795, 2.989)
O (2.481, 2.705, 3.478)
O (2.626, 4.069, 1.708)
C (2.373, 2.988, 0.799)
H (1.516, 4.846, 5.321)
H (3.133, 5.650, 5.522)
H (3.000, 3.897, 5.450)
H (3.251, 2.346, 0.878)
H (2.242, 3.433, -0.181)
H (1.521, 2.336, 0.995)
C (5.243, 4.116, -2.925)
C (4.435, 3.840, -4.187)
C (3.021, 3.702, -3.687)
O (3.000, 4.439, -2.472)
C (4.274, 5.100, -2.265)
H (6.183, 4.574, -3.240)
H (5.437, 3.261, -2.284)
H (4.848, 3.004, -4.758)
H (4.482, 4.695, -4.867)
H (2.782, 2.652, -3.493)
H (2.354, 4.124, -4.445)
H (4.438, 5.210, -1.196)
H (4.216, 6.059, -2.782)
C (-1.207, 2.269, -1.076)
C (-1.817, 0.886, -0.767)
C (-0.588, -0.051, -0.835)
O (0.535, 0.767, -1.165)
C (0.022, 1.887, -1.865)
H (-0.914, 2.748, -0.140)
H (-1.881, 2.970, -1.570)
H (-2.514, 0.540, -1.530)
H (-2.295, 0.893, 0.211)
H (-0.768, -0.877, -1.535)
H (-0.327, -0.565, 0.092)
H (-0.098, 1.672, -2.933)
H (0.759, 2.696, -1.824)
C (-3.024, -4.813, -3.599)
C (-2.617, -3.656, -2.668)
C (-3.418, -2.464, -3.202)
O (-3.896, -2.869, -4.491)
C (-3.226, -4.032, -4.906)
H (-3.913, -5.330, -3.237)
H (-2.240, -5.566, -3.710)
H (-1.532, -3.581, -2.774)
H (-2.816, -3.907, -1.625)
H (-2.739, -1.606, -3.251)
H (-4.312, -2.205, -2.640)
H (-2.252, -3.873, -5.377)
H (-3.882, -4.633, -5.536)
C (1.033, -5.122, -1.576)
C (1.094, -3.728, -1.005)
C (1.882, -3.042, -2.109)
O (2.875, -3.975, -2.533)
C (2.473, -5.268, -2.104)
H (0.290, -5.248, -2.368)
H (0.864, -5.983, -0.924)
H (1.573, -3.712, -0.024)
H (0.133, -3.221, -0.885)
H (2.339, -2.087, -1.858)
H (1.201, -2.914, -2.963)
H (3.094, -5.588, -1.256)
H (2.578, -6.065, -2.842)

## Properties
**Multiplicity**: 1
**SMILES**: COC(=O)OC.COC(=O)OC.COC(=O)OC.C1CCOC1.C1CCOC1.C1CCOC1.C1CCOC1
**Energy above the lowest of the compared OMol25 structures with the same formula, charge and spin**: 0.000 eV

***

Number 1: highest occupied orbital energy -0.1373 Ha. Number 2: highest occupied orbital energy -0.2234 Ha. Number 3: highest occupied orbital energy -0.4222 Ha. Number 4: highest occupied orbital energy -0.3470 Ha. Number 5: highest occupied orbital energy -0.3421 Ha.